{
  "formula": "C16H20N4OS2",
  "method": "ωB97M-V/def2-TZVPD",
  "symbols": ["C", "C", "N", "N", "C", "S", "C", "C", "O", "N", "C", "C", "N", "C", "C", "C", "C", "C", "C", "C", "C", "C", "S", "H", "H", "H", "H", "H", "H", "H", "H", "H", "H", "H", "H", "H", "H", "H", "H", "H", "H", "H", "H"],
  "positions_angstrom": [[-8.209, -1.416, -0.947], [-6.930, -0.797, -0.546], [-6.666, 0.453, -0.604], [-5.456, 0.794, -0.190], [-4.747, -0.211, 0.198], [-3.135, -0.130, 0.810], [-2.750, 1.639, 0.531], [-1.510, 1.797, -0.338], [-1.607, 2.236, -1.467], [-0.324, 1.463, 0.211], [-0.090, 0.841, 1.494], [0.513, -0.561, 1.276], [1.714, -0.548, 0.472], [2.910, -0.100, 1.167], [4.140, -0.440, 0.367], [4.299, -1.725, -0.136], [5.423, -2.056, -0.870], [6.404, -1.106, -1.106], [6.253, 0.175, -0.608], [5.124, 0.507, 0.123], [1.468, 0.134, -0.784], [0.878, 1.540, -0.598], [-5.578, -1.753, 0.081], [-8.047, -2.123, -1.760], [-8.647, -1.957, -0.110], [-8.892, -0.637, -1.275], [-2.639, 2.119, 1.503], [-3.604, 2.055, -0.001], [-1.008, 0.752, 2.069], [0.615, 1.464, 2.058], [0.727, -1.023, 2.241], [-0.229, -1.176, 0.755], [2.950, -0.638, 2.120], [2.909, 0.979, 1.393], [3.527, -2.455, 0.047], [5.537, -3.057, -1.259], [7.283, -1.364, -1.678], [7.013, 0.921, -0.790], [5.011, 1.512, 0.507], [2.402, 0.193, -1.343], [0.757, -0.472, -1.354], [0.609, 1.975, -1.561], [1.600, 2.196, -0.098]],
  "smiles": "Cc1nnc(SCC(=O)N2CCN(Cc3ccccc3)CC2)s1",
  "e_tot_ev": -46594.59253,
  "de_lowest_kcal_mol": 34.48,
  "lumo_ev": 0.57,
  "total_charge": 0
}